ORCA calculation (ωB97M-V with the def2-TZVPD basis set) on a 4-piece molecular cluster, C27H42ClN2O2P2 overall at a distorted geometry.

The geometry in XYZ format:
```
76
Properties=species:S:1:pos:R:3:forces:R:3:mulliken_charge:R:1
C 6.21135 1.22387 5.19417 -0.351 0.950 -0.035 -0.895
C 5.23025 2.18134 4.99770 0.195 -1.377 0.993 -0.776
P 3.64728 1.78058 3.97144 1.370 0.880 1.166 0.912
C 3.30190 3.66767 3.74272 0.653 0.569 0.136 -1.423
N 4.51625 4.47354 3.35830 -0.569 -0.398 -0.188 -0.451
C 4.75706 1.69835 2.39521 0.020 0.245 -0.022 -1.216
C 4.25970 2.31233 1.10383 0.670 0.138 -0.625 -0.502
O 5.39990 2.82440 0.33952 -0.145 0.232 -0.098 -0.585
N 2.59478 1.84364 5.47882 -0.746 -0.829 -0.627 -0.278
C 1.99962 0.60664 5.96142 -0.736 0.751 1.208 -0.986
C 0.44021 0.72386 6.17976 0.833 0.376 0.089 -0.664
C -0.11507 2.12510 5.93325 -1.203 -0.818 -0.292 0.163
C -1.66063 2.06006 6.08641 1.080 0.341 0.064 -1.379
P 1.73821 1.09884 2.93246 -1.570 -0.728 0.042 0.236
O 1.21565 2.19774 1.78198 0.292 -0.043 -0.214 -0.493
Cl 2.40694 -0.56695 1.74223 0.127 0.253 0.030 -0.460
H 6.07103 0.35700 5.83048 -0.603 -1.204 -1.559 0.302
H 7.17683 1.36891 4.70770 0.812 0.636 1.593 0.259
H 5.41873 3.13405 5.49939 0.695 0.957 -1.929 0.283
H 3.93301 0.36839 4.17728 -0.445 -0.143 0.004 0.156
H 2.98959 4.03920 4.71585 -0.257 -0.168 0.086 0.506
H 2.50228 3.91547 3.04211 -0.181 -0.366 0.076 0.433
H 4.67466 5.16397 4.07957 0.117 0.105 -0.121 0.238
H 4.29013 4.96599 2.50304 0.227 0.181 0.036 0.211
H 5.03012 0.65800 2.21818 -0.190 -0.173 0.140 0.566
H 5.69426 2.18622 2.64144 -0.003 0.274 -0.050 0.539
H 3.54940 3.13347 1.19194 -0.137 -0.120 0.376 0.384
H 3.80784 1.56721 0.45137 -0.247 -0.105 0.146 0.189
H 5.23411 3.75725 0.16540 0.113 -0.228 0.083 0.306
H 3.11810 2.27395 6.22685 0.188 0.067 -0.139 0.246
H 2.24110 -0.28010 5.37417 0.103 0.101 -0.275 0.197
H 2.39114 0.42585 6.96905 0.232 -0.298 -0.075 0.497
H 0.23652 0.52485 7.23685 -0.097 -0.356 -0.001 0.284
H -0.09797 -0.01285 5.58475 -0.049 0.010 -0.117 0.428
H 0.06517 2.43758 4.91013 0.466 0.155 -0.008 -0.007
H 0.32879 2.82337 6.63611 0.074 0.249 -0.129 0.277
H -1.91983 2.06722 7.14427 -0.321 -0.143 0.003 0.323
H -1.98109 1.13945 5.60696 -0.384 -0.050 0.058 0.347
H -2.12038 2.90837 5.58323 -0.220 0.068 0.101 0.385
H 0.32945 1.94167 1.49381 0.202 0.053 0.177 0.350
C 0.78516 -3.22410 -3.72253 0.024 -0.015 -0.045 -0.573
C 0.98990 -4.03836 -2.61697 0.002 -0.005 0.013 -0.247
C 1.51384 -3.50250 -1.44707 -0.037 0.009 -0.051 -0.512
C 1.82543 -2.15126 -1.37869 0.064 -0.012 0.057 0.255
C 1.61747 -1.33771 -2.48447 -0.031 -0.001 -0.045 -0.582
C 1.10124 -1.87325 -3.65696 -0.002 0.002 0.005 -0.305
H 0.37794 -3.64137 -4.63554 -0.004 0.002 0.000 0.387
H 0.74062 -5.09137 -2.66676 0.009 -0.002 -0.006 0.367
H 1.67863 -4.13760 -0.58609 -0.007 0.014 0.015 0.388
H 2.22881 -1.72965 -0.46638 -0.059 -0.031 -0.096 0.096
H 1.85936 -0.28369 -2.42973 0.021 -0.004 0.022 0.436
H 0.94302 -1.23777 -4.51970 -0.013 -0.002 -0.001 0.379
C -3.78085 0.13376 -3.17082 -0.001 -0.004 -0.024 -0.374
C -2.61394 -0.55317 -2.86493 0.003 0.035 -0.001 -0.561
C -2.57882 -1.93769 -2.95448 0.014 -0.053 0.019 -0.060
C -3.70899 -2.63542 -3.35878 -0.003 0.038 -0.006 -0.624
C -4.87522 -1.94873 -3.66812 -0.025 -0.018 0.045 -0.239
C -4.91276 -0.56427 -3.57047 0.003 -0.001 -0.006 -0.495
H -3.80856 1.21358 -3.09739 0.000 0.001 0.007 0.372
H -1.72981 -0.01061 -2.55524 0.009 -0.022 0.017 0.444
H -1.66988 -2.47176 -2.70986 0.015 0.024 0.000 0.378
H -3.68019 -3.71521 -3.43313 -0.003 -0.002 0.008 0.380
H -5.75580 -2.49367 -3.98514 0.001 -0.009 0.009 0.438
H -5.82430 -0.02838 -3.80686 -0.001 0.002 0.004 0.356
C -7.26907 -3.63918 -8.87631 0.004 0.000 -0.007 -0.400
C -7.98923 -3.09964 -7.81960 -0.013 -0.012 0.014 -0.381
C -7.35495 -2.28500 -6.89160 0.007 -0.002 -0.018 -0.358
C -6.00234 -2.00264 -7.02460 -0.012 0.044 -0.025 -0.134
C -5.28324 -2.53978 -8.08317 0.000 -0.015 -0.017 -0.586
C -5.91526 -3.36095 -9.00682 -0.006 0.005 0.003 -0.319
H -7.76281 -4.27703 -9.59846 -0.002 -0.001 0.001 0.352
H -9.04555 -3.31475 -7.71880 0.001 -0.008 0.005 0.355
H -7.91550 -1.86902 -6.06356 -0.002 0.010 -0.004 0.373
H -5.50920 -1.36482 -6.30370 0.025 -0.011 -0.005 0.363
H -4.22877 -2.31856 -8.18703 0.003 -0.003 0.013 0.372
H -5.35272 -3.78391 -9.82943 0.000 0.003 -0.003 0.359
```
Forces are in eV/Å.

Computed properties:
gap between HOMO and LUMO: 5.32 eV
total charge: -1
LUMO energy: 2.070 eV
E: -66851.620 eV